[1]
DFT (wB97M-V/def2-TZVPD) results for an isolated ion of composition C10H16N4S and charge +2 at a distorted geometry.

## Properties
E = -1007.26572 Eh
HOMO = -16.3 eV

Geometry as ORCA input:
```
! wB97M-V def2-TZVPD RIJCOSX def2/J DEFGRID3
* xyz 2 1
C 0.112 -3.417 -0.836
C 0.795 -1.085 -0.711
C -1.073 -3.013 -0.347
C 1.100 -2.445 -1.091
C -0.427 -0.785 -0.143
C 1.215 2.317 0.512
C -1.250 1.270 1.675
C 0.083 0.891 2.450
C -0.914 1.005 0.105
C -2.063 1.366 -0.903
N -1.327 -1.767 -0.028
N 0.216 1.933 -0.233
N 2.225 -2.884 -1.551
N 1.989 3.236 -0.098
S 1.509 2.015 2.180
H 0.256 -4.491 -1.129
H 1.576 -0.373 -0.774
H -1.899 -3.676 -0.167
H -2.066 0.608 1.926
H -1.563 2.378 1.843
H -0.075 0.853 3.470
H 0.288 -0.068 2.116
H -1.571 1.739 -1.759
H -2.644 2.134 -0.349
H -2.730 0.472 -1.107
H -2.230 -1.520 0.166
H 0.313 2.334 -1.207
H 2.433 -3.845 -1.607
H 2.874 -2.241 -1.680
H 2.010 3.469 -1.088
H 2.836 3.588 0.366
*
```

[2]
DFT (wB97M-V/def2-TZVPD) results for an isolated ion of composition C10H16NO4 and charge -1 at a distorted geometry.

## Properties
E = -746.30430 Eh
SMILES string = CC(C)C[C@]1([C@]2(C)CO2)NC(=O)O[C@H]1[O-]
HOMO = -3.8 eV

Geometry as ORCA input:
```
! wB97M-V def2-TZVPD RIJCOSX def2/J DEFGRID3
* xyz -1 1
C 1.784 1.949 0.046
C 2.010 0.547 0.695
C 3.502 0.018 0.694
C 0.951 -0.447 0.076
C -0.536 -0.088 0.066
C -1.344 -1.270 -0.532
C -1.706 -1.321 -2.046
C -2.126 -2.103 0.372
O -0.911 -2.566 -0.169
N -0.930 1.055 -0.756
C -2.145 1.552 -0.239
O -2.770 2.362 -0.879
O -2.445 1.050 0.956
C -1.131 0.431 1.514
O -1.232 -0.351 2.488
H 1.593 1.889 -1.101
H 0.965 2.487 0.459
H 2.578 2.545 0.345
H 1.644 0.537 1.660
H 3.664 -0.596 -0.076
H 4.130 0.856 0.700
H 3.614 -0.421 1.583
H 1.112 -1.267 0.742
H 1.131 -0.627 -0.923
H -0.876 -1.707 -2.495
H -1.863 -0.245 -2.393
H -2.583 -2.029 -2.221
H -2.005 -1.920 1.359
H -3.088 -2.696 -0.069
H -0.568 1.118 -1.661
H -0.419 1.256 1.803
*
```

[3]
DFT (wB97M-V/def2-TZVPD) results for a 2-piece molecular cluster, C10H16NS overall at a distorted geometry.

## Properties
E = -843.16016 Eh
HOMO (spin up / spin down) = -11.7 / -11.6 eV

Geometry as ORCA input:
```
! wB97M-V def2-TZVPD RIJCOSX def2/J DEFGRID3
* xyz 1 1
C 2.522 -1.376 -0.072
C 2.210 -0.597 -1.187
C 2.142 -0.962 1.150
C 1.757 0.664 -1.123
C 1.749 0.380 1.254
C 1.383 1.114 0.112
C -1.491 1.100 -1.436
C -0.934 -1.941 0.899
C -2.818 2.168 1.140
C -1.495 0.205 -0.287
N -0.922 -1.116 -0.378
S -2.300 0.588 1.206
H 3.160 -2.260 -0.386
H 2.483 -1.059 -2.212
H 2.603 -1.491 1.963
H 1.604 1.066 -2.030
H 1.276 0.648 2.258
H -0.811 2.063 -1.404
H -2.413 1.609 -1.548
H -1.051 0.659 -2.256
H -0.044 -2.479 0.805
H -0.659 -1.280 1.657
H -1.886 -2.376 0.968
H -3.460 2.525 1.896
H -2.170 2.889 0.718
H 0.976 2.091 0.159
H -1.386 -1.640 -1.041
H -0.023 -1.191 -0.823
*
```

[4]
DFT (wB97M-V/def2-TZVPD) results for a 2-piece molecular cluster, C10H16O overall at a distorted geometry.

## Properties
E = -465.85602 Eh
SMILES string = Cc1ccc(O)cc1.CCC
HOMO = -8.5 eV

Geometry as ORCA input:
```
! wB97M-V def2-TZVPD RIJCOSX def2/J DEFGRID3
* xyz 0 1
C 3.016 -3.265 0.878
C 2.408 -1.908 1.004
C 1.212 -1.551 0.407
C 0.630 -0.298 0.575
C 1.243 0.643 1.390
O 0.632 1.838 1.717
C 2.452 0.328 1.998
C 3.009 -0.923 1.783
H 3.637 -3.516 1.741
H 3.756 -3.292 0.066
H 2.253 -4.026 0.723
H 0.580 -2.278 -0.099
H -0.264 -0.055 0.019
H 0.205 2.221 0.937
H 2.917 0.985 2.712
H 3.967 -1.113 2.262
C -2.722 1.556 -0.383
C -2.349 1.147 -1.835
C -3.439 1.634 -2.838
H -2.251 0.926 0.374
H -2.251 2.516 -0.200
H -3.772 1.537 -0.127
H -2.304 0.066 -1.888
H -1.396 1.622 -2.049
H -4.155 2.289 -2.348
H -4.015 0.767 -3.140
H -2.997 2.147 -3.681
*
```

[5]
DFT (wB97M-V/def2-TZVPD) results for a 2-piece molecular cluster, C10H16O overall at a distorted geometry.

## Properties
E = -465.83913 Eh
SMILES string = Cc1ccc(O)cc1.CCC
HOMO = -8.3 eV

Geometry as ORCA input:
```
! wB97M-V def2-TZVPD RIJCOSX def2/J DEFGRID3
* xyz 0 1
C 0.840 -2.806 -2.433
C 0.116 -1.515 -2.133
C 0.475 -0.555 -1.208
C -0.334 0.558 -0.900
C -1.397 0.911 -1.729
O -2.221 1.984 -1.640
C -1.758 -0.063 -2.690
C -1.089 -1.246 -2.816
H 0.353 -3.619 -1.883
H 1.870 -2.754 -2.083
H 0.713 -3.095 -3.473
H 1.476 -0.671 -0.801
H 0.019 1.238 -0.139
H -1.999 2.449 -0.842
H -2.512 0.307 -3.382
H -1.603 -1.947 -3.466
C 1.735 1.057 3.559
C 0.873 0.998 2.310
C -0.640 0.826 2.621
H 2.636 1.644 3.440
H 1.158 1.371 4.439
H 1.962 0.056 3.963
H 1.338 0.359 1.558
H 0.956 2.004 1.861
H -1.079 0.774 1.620
H -1.086 1.756 2.966
H -0.800 -0.022 3.280
*
```

[6]
DFT (wB97M-V/def2-TZVPD) results for a 2-piece molecular cluster, C10H16O overall at a distorted geometry.

## Properties
E = -465.83414 Eh
SMILES string = Cc1ccc(O)cc1.CCC
HOMO = -8.4 eV

Geometry as ORCA input:
```
! wB97M-V def2-TZVPD RIJCOSX def2/J DEFGRID3
* xyz 0 1
C 0.506 0.116 2.414
C -0.491 -0.564 1.533
C -1.350 0.099 0.650
C -2.102 -0.521 -0.327
C -1.809 -1.840 -0.659
O -2.184 -2.468 -1.801
C -0.969 -2.566 0.205
C -0.336 -1.942 1.270
H 1.371 0.573 1.962
H 0.841 -0.598 3.185
H -0.062 0.860 2.986
H -1.630 1.117 0.941
H -2.923 -0.065 -0.894
H -2.562 -1.784 -2.381
H -1.044 -3.624 0.013
H 0.251 -2.484 1.993
C 1.822 2.159 -0.078
C 0.927 1.862 -1.276
C 1.154 0.373 -1.686
H 1.535 2.945 0.613
H 2.877 2.230 -0.364
H 1.630 1.251 0.513
H -0.120 2.058 -1.078
H 1.086 2.496 -2.174
H 2.140 0.335 -2.149
H 0.931 -0.275 -0.836
H 0.511 0.258 -2.575
*
```

[7]
DFT (wB97M-V/def2-TZVPD) results for a 2-piece molecular cluster, C10H16O overall at a distorted geometry.

## Properties
E = -465.75951 Eh
SMILES string = Cc1ccc(O)cc1.CCC
HOMO = -8.3 eV

Geometry as ORCA input:
```
! wB97M-V def2-TZVPD RIJCOSX def2/J DEFGRID3
* xyz 0 1
C -2.140 -0.053 2.619
C -1.195 -0.729 1.636
C -1.805 -1.296 0.434
C -1.089 -1.837 -0.532
C 0.338 -1.969 -0.345
O 1.087 -2.621 -1.325
C 1.067 -1.356 0.711
C 0.189 -0.695 1.655
H -3.064 -0.637 2.481
H -2.214 1.078 2.297
H -1.836 -0.106 3.606
H -2.881 -1.173 0.272
H -1.714 -2.174 -1.360
H 0.612 -3.284 -1.760
H 2.232 -1.166 0.710
H 0.502 -0.048 2.415
C 0.701 0.764 -2.196
C 0.614 1.841 -1.013
C 1.935 2.372 -0.550
H 1.845 0.824 -2.485
H 0.035 0.974 -2.916
H 0.062 -0.118 -1.846
H -0.326 2.430 -1.035
H 0.125 1.332 -0.098
H 2.739 1.568 -0.503
H 2.414 3.198 -1.252
H 1.766 2.882 0.381
*
```

[8]
DFT (wB97M-V/def2-TZVPD) results for a 2-piece molecular cluster, C10H16O overall at a distorted geometry.

## Properties
E = -465.83038 Eh
SMILES string = Cc1ccc(O)cc1.CCC
HOMO = -8.5 eV

Geometry as ORCA input:
```
! wB97M-V def2-TZVPD RIJCOSX def2/J DEFGRID3
* xyz 0 1
C 0.920 -1.886 -1.872
C 0.599 -0.509 -1.410
C 1.582 0.507 -1.443
C 1.299 1.812 -1.040
C -0.052 2.105 -0.874
O -0.411 3.440 -0.765
C -1.020 1.157 -0.659
C -0.668 -0.160 -0.952
H 1.859 -2.257 -1.431
H 1.217 -1.783 -2.936
H 0.177 -2.660 -1.765
H 2.548 0.147 -1.799
H 1.999 2.636 -1.046
H -0.948 3.739 -0.051
H -1.997 1.481 -0.352
H -1.541 -0.809 -0.963
C 0.397 -0.948 2.371
C -0.572 -2.087 2.014
C -1.655 -2.263 3.112
H 1.397 -1.368 2.307
H 0.425 -0.806 3.459
H 0.177 -0.047 1.818
H -1.207 -1.877 1.139
H -0.030 -3.044 1.955
H -1.184 -2.337 4.117
H -2.175 -1.322 3.310
H -2.205 -3.146 2.805
*
```

What are the ΔE to the lowest compared entry with this formula, charge and spin values for these records? In order: 0.0; 20.1; 84.5; 26.2; 36.8; 39.9; 86.8; 42.3 kcal/mol.